(1)
C23H42B2BaF4N6O4P as an isolated structure in a non-equilibrium geometry. Source: the OMol25 dataset; level of theory: wB97M-V/def2-TZVPD.

```
83
C23H42B2BaF4N6O4P (wB97M-V/def2-TZVPD)
Ba -0.0655 -0.5196 -0.2128
C 4.5330 -1.0670 1.4629
C 3.2438 -0.5882 0.8873
N 2.1055 -1.1311 1.0881
O 2.0410 -2.2397 1.8778
B 0.6482 -2.4998 2.3465
F 0.6369 -3.6588 3.0453
F -0.2137 -2.5949 1.1691
O 0.0954 -1.4115 3.2035
N -0.1058 -0.2740 2.4908
C -0.1867 0.8216 3.1425
C -0.0616 0.9399 4.6273
C -0.2221 2.0553 2.2866
N -0.4003 1.8609 1.0349
O -0.2247 2.9384 0.1782
B 1.2319 3.1964 -0.2294
F 1.9930 3.3072 0.9354
F 1.1720 4.3283 -0.9941
O 1.8425 2.1323 -1.0950
N 2.0491 0.9381 -0.4311
C 3.1903 0.6876 0.0782
C 4.3916 1.5631 -0.0061
C 0.0349 3.3736 2.9373
H 4.3608 -1.9311 2.0975
H 5.0088 -0.2775 2.0458
H 5.2288 -1.3384 0.6658
H -0.1124 -0.0434 5.0853
H -0.8435 1.5770 5.0418
H 0.8956 1.3953 4.8896
H 4.2020 2.3922 -0.6809
H 5.2557 0.9897 -0.3439
H 4.6274 1.9643 0.9812
H 1.0617 3.4193 3.3007
H -0.6256 3.5003 3.7964
H -0.1019 4.1839 2.2272
C 2.5221 -2.7094 -1.8127
N 1.0613 -2.8057 -1.8680
C 0.6613 -4.1099 -1.3324
C 0.5927 -2.6839 -3.2506
C 0.6441 -1.2639 -3.7886
N -0.4338 -0.3896 -3.2990
C -0.0971 0.9941 -3.6546
C -1.7017 -0.7541 -3.9228
H 2.9957 -3.4481 -2.4750
H 2.8546 -2.8975 -0.7931
H 2.8636 -1.7159 -2.1054
H 1.0555 -4.9329 -1.9447
H -0.4267 -4.1861 -1.3105
H 1.0295 -4.2192 -0.3149
H -0.4300 -3.0628 -3.2938
H 1.1863 -3.3344 -3.9111
H 0.6220 -1.2930 -4.8887
H 1.5936 -0.7998 -3.5151
H 0.0526 1.1060 -4.7374
H 0.8062 1.3131 -3.1352
H -0.9036 1.6637 -3.3587
H -1.6438 -0.7171 -5.0203
H -2.4817 -0.0573 -3.6120
H -2.0125 -1.7568 -3.6315
C -3.1695 -2.2680 1.3163
C -3.0905 -1.2362 2.2365
C -3.2614 0.0771 1.8233
C -3.5109 0.3665 0.4839
C -3.6110 -0.6835 -0.4408
C -3.4337 -1.9913 -0.0212
H -3.0107 -3.2882 1.6370
H -2.8607 -1.4513 3.2709
H -3.1722 0.8747 2.5491
H -3.8255 -0.4914 -1.4870
H -3.5096 -2.7994 -0.7370
C -2.6507 2.5152 -1.3374
P -3.7946 2.0564 -0.0415
C -5.4795 2.1798 -0.6572
C -3.5933 3.2006 1.3191
H -2.9500 3.4736 -1.7644
H -2.6612 1.7617 -2.1244
H -1.6476 2.6196 -0.9056
H -5.6855 3.2000 -0.9811
H -6.1792 1.9003 0.1299
H -5.6137 1.5040 -1.5018
H -3.8024 4.2054 0.9496
H -2.5627 3.1681 1.6721
H -4.2865 2.9694 2.1272
```

## Properties
HOMO-LUMO gap, Eh: 0.30891
Energy relative to the best compared isomer or geometry (same formula, charge and spin), eV: 0.3682
Net charge: +1
LUMO, Eh: -0.1012
Largest force on an atom, hartree/bohr: 0.0402

(2)
C44H25AuF15GeI2NP2S as an isolated structure in a non-equilibrium geometry. Source: the OMol25 dataset; level of theory: wB97M-V/def2-TZVPD.

```
92
C44H25AuF15GeI2NP2S (wB97M-V/def2-TZVPD)
Au 0.8743 -0.1899 1.0553
C 2.5408 2.5962 -1.9610
N 1.8149 1.6771 -1.0728
P 2.4891 0.2181 -0.5851
C 4.1880 0.5501 -0.1337
C 5.2620 -0.1395 -0.6986
C 6.5500 0.1870 -0.3099
C 6.7639 1.1714 0.6464
C 5.6919 1.8478 1.2197
C 4.4017 1.5330 0.8409
C 2.4788 -0.9216 -1.9682
C 2.8963 -2.2210 -1.6586
C 2.9686 -3.1762 -2.6540
C 2.5804 -2.8496 -3.9487
C 2.1331 -1.5701 -4.2457
C 2.0768 -0.5966 -3.2586
P 0.4465 2.1314 -0.1552
C 0.9787 3.4892 0.9180
C 1.1534 3.2543 2.2794
C 1.5537 4.2870 3.1126
C 1.7766 5.5508 2.5843
C 1.6235 5.7807 1.2235
C 1.2235 4.7563 0.3809
C -0.6667 2.7900 -1.4020
C -0.7758 2.0961 -2.6116
C -1.5615 2.6075 -3.6273
C -2.2796 3.7805 -3.4213
C -2.2205 4.4354 -2.1974
C -1.4388 3.9310 -1.1723
H 3.2795 2.0328 -2.5308
H 3.0644 3.3712 -1.3988
H 1.8498 3.0700 -2.6577
H 5.0926 -0.9070 -1.4406
H 7.3896 -0.3307 -0.7524
H 7.7735 1.4100 0.9519
H 5.8728 2.6081 1.9668
H 3.5557 2.0423 1.2918
H 3.1809 -2.4617 -0.6397
H 3.3423 -4.1628 -2.4174
H 2.6382 -3.5899 -4.7357
H 1.8369 -1.3198 -5.2552
H 1.7607 0.4077 -3.5078
H 0.9694 2.2642 2.6834
H 1.6766 4.1102 4.1722
H 2.0594 6.3635 3.2390
H 1.8016 6.7673 0.8176
H 1.0933 4.9438 -0.6764
H -0.2445 1.1607 -2.7405
H -1.6258 2.0891 -4.5740
H -2.9039 4.1710 -4.2130
H -2.7887 5.3427 -2.0455
H -1.4086 4.4350 -0.2156
I -2.8526 0.4432 0.6632
C -2.6809 -0.3037 2.6420
I -0.6651 -0.7132 3.3133
H -3.2205 -1.2411 2.7130
H -3.0829 0.4368 3.3231
F 2.2427 -6.1666 -1.2123
C 1.3272 -5.9518 -2.1674
C 0.2417 -5.1420 -1.8909
C -0.6514 -4.8853 -2.9165
F -1.6880 -4.0751 -2.6481
C -0.5034 -5.4315 -4.1759
F -1.3633 -5.1536 -5.1465
C 0.5788 -6.2706 -4.4196
F 0.7452 -6.7995 -5.6164
C 1.5059 -6.5229 -3.4165
F 2.5661 -7.2816 -3.6645
Ge -0.1638 -4.3505 -0.1337
S -0.2511 -2.1683 -0.4972
C -1.9115 -5.0176 0.5087
C -2.6239 -6.0516 -0.0769
F -2.1688 -6.6169 -1.1948
C -3.7995 -6.5272 0.4844
F -4.4660 -7.5131 -0.0953
C -4.2744 -5.9664 1.6633
F -5.3906 -6.4131 2.2048
C -3.5704 -4.9378 2.2759
F -4.0109 -4.3881 3.4051
C -2.4049 -4.4915 1.6875
F -1.7015 -3.4931 2.2705
C 1.1308 -4.9695 1.2290
C 2.0611 -4.2140 1.9131
F 2.1307 -2.8840 1.6853
C 2.9344 -4.7809 2.8241
F 3.8265 -4.0219 3.4555
C 2.8824 -6.1473 3.0625
F 3.7192 -6.6975 3.9194
C 1.9517 -6.9343 2.3935
F 1.8960 -8.2373 2.6110
C 1.0956 -6.3310 1.4908
F 0.2031 -7.0712 0.8211
```

## Properties
HOMO-LUMO gap (alpha / beta), Eh: 0.16648 / 0.16668
Energy relative to the best compared isomer or geometry (same formula, charge and spin), eV: 2.9205
Net charge: +2
LUMO (alpha / beta), Eh: -0.3313 / -0.3310
Largest force on an atom, hartree/bohr: 0.0308

(3)
C30H28CaGeN6S2 as an isolated structure. Source: the OMol25 dataset; level of theory: wB97M-V/def2-TZVPD.

```
68
C30H28CaGeN6S2 (wB97M-V/def2-TZVPD)
Ca -1.9469 0.4850 -0.2126
N -3.4026 -0.4038 2.7569
C -3.9753 0.7410 2.3222
N -3.6780 1.2741 1.1622
C -4.2402 2.5242 0.9951
C -5.0907 2.8994 1.9733
S -5.1336 1.6898 3.2145
C -3.7637 3.3253 -0.1429
C -4.1210 4.5944 -0.4259
S -3.2067 5.1938 -1.7613
C -2.3806 3.6704 -1.8575
N -2.7768 2.7916 -0.9756
N -1.4552 3.4062 -2.8230
H -2.4120 -0.5008 2.4231
H -3.5339 -0.6376 3.7277
H -5.6573 3.8117 2.0660
H -4.8405 5.2161 0.0822
H -1.0232 4.1989 -3.2678
H -0.7864 2.6827 -2.5921
C -0.6903 -0.1812 1.6029
Ge 1.0507 -0.2142 0.9073
C 1.6131 -2.0092 0.2558
C 2.3405 -2.2720 -0.9064
C 2.7486 -3.5641 -1.2319
C 2.4513 -4.6220 -0.3869
C 1.7551 -4.3798 0.7948
C 1.3454 -3.0897 1.1040
C 1.2850 0.9496 -0.7445
C 0.9651 0.5093 -2.0365
C 1.1656 1.3149 -3.1587
C 1.6792 2.5965 -3.0079
C 1.9614 3.0740 -1.7297
C 1.7601 2.2613 -0.6204
C 2.5538 0.3291 2.0641
C 2.3049 0.7408 3.3725
C 3.3456 1.0964 4.2229
C 4.6586 1.0438 3.7709
C 4.9241 0.6339 2.4702
C 3.8775 0.2810 1.6270
H -0.7248 0.5034 2.4657
H 2.6104 -1.4600 -1.5723
H 3.3061 -3.7401 -2.1453
H 2.7694 -5.6273 -0.6375
H 1.5422 -5.1967 1.4750
H 0.8069 -2.9029 2.0297
H 0.6020 -0.5032 -2.1813
H 0.9420 0.9298 -4.1476
H 1.8675 3.2149 -3.8781
H 2.3586 4.0742 -1.6023
H 2.0084 2.6425 0.3657
H 1.2791 0.7691 3.7278
H 3.1348 1.4115 5.2377
H 5.4728 1.3175 4.4309
H 5.9466 0.5857 2.1157
H 4.0971 -0.0454 0.6136
N -1.7604 -2.6147 0.6287
C -1.5631 -2.6973 -0.7059
C -1.2048 -3.9096 -1.3467
C -1.0432 -3.9430 -2.7009
C -1.2453 -2.7768 -3.4575
C -1.5946 -1.6424 -2.7793
N -1.7521 -1.5754 -1.4413
H -1.4601 -3.4500 1.1114
H -1.3846 -1.6918 1.1381
H -1.0380 -4.7897 -0.7393
H -0.7525 -4.8652 -3.1884
H -1.1302 -2.7649 -4.5321
H -1.7609 -0.7131 -3.3183
```

## Properties
HOMO-LUMO gap, Eh: 0.21258
Energy relative to the best compared isomer or geometry (same formula, charge and spin), eV: 1.2046
Net charge: 0
LUMO, Eh: 0.0078
Largest force on an atom, hartree/bohr: 0.0121

(4)
A 4-piece molecular cluster, C47H60BN6O10 overall in a non-equilibrium geometry. Source: the OMol25 dataset; level of theory: wB97M-V/def2-TZVPD.

```
124
C47H60BN6O10 (wB97M-V/def2-TZVPD)
C 5.5595 -0.0808 0.9764
C 4.6309 -0.4574 0.2679
C 3.2283 -0.9791 -0.1256
N 3.1621 -2.2917 -0.6128
C 1.9680 -2.9461 -0.9872
C 2.1323 -4.4160 -1.5016
C 2.7590 -4.5568 -2.9623
O 1.8789 -5.4402 -3.6993
C 2.8920 -3.1889 -3.7761
N 1.5331 -2.8230 -4.2739
C 0.6334 -2.2298 -0.8881
B -0.7664 -2.9518 -1.2710
O -1.0286 -4.3024 -0.8489
N -1.8650 -2.2893 -2.0174
C -1.6135 -2.2791 -3.4907
C -3.1773 -2.9026 -1.6605
C 0.6762 -0.7835 -0.4037
C -0.5899 0.1361 -0.2774
O -1.0522 0.2764 1.0855
C -1.4252 1.6282 1.3291
C -2.3898 2.4039 0.4952
C -2.7532 3.8112 0.8351
C -2.1510 4.5188 2.0356
C -1.1971 3.7209 2.8630
C -0.8203 2.3064 2.5108
C 2.0074 -0.1437 -0.0040
C 2.1327 1.3319 0.5515
C 3.0299 2.2569 -0.4023
C 2.6033 2.0753 -1.9528
C 2.4714 3.5532 -2.5614
C 3.1047 3.4968 -4.0456
C 2.7423 4.9144 -4.7311
C 2.1080 4.7706 -6.1812
C 0.8967 3.7382 -6.2776
C -0.3547 4.3123 -7.0782
O -1.6075 4.1633 -6.3951
C -1.6041 4.9260 -5.1698
H 6.5578 0.2641 1.3615
H 4.0500 -2.8084 -0.7015
H 1.1956 -5.0386 -1.4693
H 2.8688 -4.9195 -0.7876
H 3.7847 -5.0259 -2.8824
H 2.3216 -5.5937 -4.5612
H 3.4194 -2.3641 -3.2155
H 3.5397 -3.4314 -4.6872
H 1.5482 -3.0402 -5.2789
H 1.3524 -1.8277 -4.1178
H -0.8035 -4.3957 0.0984
H -1.1444 -1.2663 -3.7370
H -2.5953 -2.2950 -4.0655
H -0.9035 -3.0749 -3.8568
H -3.3096 -3.9726 -1.9925
H -3.9882 -2.2032 -2.0171
H -3.2240 -2.9212 -0.5202
H -0.2678 1.1777 -0.6197
H -1.4563 -0.1497 -0.9387
H -2.8806 1.9566 -0.4182
H -3.4634 4.4425 0.2207
H -2.4302 5.5894 2.2561
H -0.7111 4.1371 3.7955
H -0.0775 1.7454 3.1380
H 1.1413 1.8539 0.6684
H 2.6043 1.3206 1.5913
H 4.1325 2.0813 -0.2403
H 2.8349 3.3285 -0.0654
H 1.5875 1.5913 -2.0574
H 3.4095 1.4664 -2.4532
H 3.0665 4.3233 -1.9835
H 1.3932 3.8679 -2.6845
H 4.2325 3.3425 -3.9717
H 2.6780 2.6159 -4.6083
H 2.0046 5.4642 -4.0605
H 3.7271 5.4782 -4.7906
H 1.6852 5.7956 -6.4509
H 2.9590 4.5365 -6.8957
H 1.2900 2.8284 -6.8428
H 0.6458 3.3975 -5.2228
H -0.1763 5.3918 -7.4129
H -0.4389 3.7006 -8.0351
H -2.6396 5.3046 -4.9054
H -1.2462 4.2435 -4.3291
H -0.8425 5.7665 -5.2438
C 2.1860 -6.3321 1.4631
C 3.0483 -5.4671 2.1278
C 3.9477 -5.9642 3.0620
C 3.9771 -7.3294 3.3187
C 3.1132 -8.1997 2.6642
C 2.2141 -7.6950 1.7330
N 4.9436 -7.8612 4.2867
O 5.6725 -7.0651 4.8547
O 4.9638 -9.0665 4.4629
H 1.4881 -5.9416 0.7302
H 3.0210 -4.4032 1.9148
H 4.6152 -5.2818 3.5743
H 3.1295 -9.2641 2.8651
H 1.5377 -8.3647 1.2144
C -1.9370 -0.9913 3.8549
C -0.5939 -1.3154 4.0078
C -0.1659 -1.9904 5.1438
C -1.0934 -2.3397 6.1183
C -2.4369 -2.0128 5.9769
C -2.8569 -1.3349 4.8388
N -0.6488 -3.0748 7.3074
O 0.5413 -3.3280 7.4059
O -1.4935 -3.3937 8.1260
H -2.2678 -0.4695 2.9644
H 0.1199 -1.0435 3.2375
H 0.8832 -2.2381 5.2526
H -3.1627 -2.2786 6.7360
H -3.9027 -1.0775 4.7167
C -8.5886 5.2486 4.4611
C -8.1026 3.9469 4.4094
C -6.7339 3.7171 4.3632
C -5.8609 4.7991 4.3737
C -6.3390 6.1037 4.4177
C -7.7092 6.3254 4.4609
N -4.4147 4.5600 4.3505
O -4.0306 3.4042 4.2934
O -3.6760 5.5339 4.3940
H -9.6582 5.4246 4.5027
H -8.7922 3.1106 4.4083
H -6.3665 2.6989 4.3233
H -5.6630 6.9502 4.4213
H -8.0929 7.3384 4.4984
```

## Properties
HOMO-LUMO gap, Eh: 0.23844
Net charge: +1
LUMO, Eh: -0.1616
Largest force on an atom, hartree/bohr: 0.0745

(5)
C14H19N4O4PRhS3 as an isolated structure. Source: the OMol25 dataset; level of theory: wB97M-V/def2-TZVPD.

```
46
C14H19N4O4PRhS3 (wB97M-V/def2-TZVPD)
Rh 0.2707 -0.6103 0.7930
C 2.7596 -2.8575 5.6781
C 2.7534 -1.3575 5.5061
O 1.4526 -0.9381 5.0097
P 1.3130 -0.3526 3.5559
S -0.5774 -0.0279 3.0050
S 2.0258 -1.5313 2.0751
O 2.1766 0.9810 3.6988
C 2.3574 1.8727 2.5692
C 1.4878 3.0988 2.7179
H 3.6984 -3.1723 6.1356
H 2.6575 -3.3486 4.7110
H 1.9353 -3.1669 6.3198
H 3.5307 -1.0289 4.8144
H 2.8904 -0.8319 6.4488
H 2.1428 1.3447 1.6373
H 3.4161 2.1268 2.5655
H 0.4353 2.8195 2.7269
H 1.6638 3.7674 1.8746
H 1.7229 3.6246 3.6435
N -3.2465 3.0913 -6.0981
C -2.5157 2.4821 -5.0893
C -2.0743 1.1637 -5.2306
C -1.3059 0.5731 -4.2474
C -0.9693 1.2968 -3.1113
C -1.3945 2.6089 -2.9573
C -2.1626 3.1979 -3.9418
S -0.0130 0.5388 -1.8531
O 0.6233 1.5793 -1.0848
O 0.8233 -0.4754 -2.4508
N -1.0652 -0.1764 -0.8191
C -1.2548 -1.5380 -1.0525
N -1.9342 -2.0672 -2.0511
C -2.0225 -3.3947 -2.0569
C -1.4533 -4.1973 -1.0791
C -0.7293 -3.5664 -0.0849
N -0.6357 -2.2475 -0.0834
H -3.7322 2.4745 -6.7272
H -3.7911 3.8923 -5.8264
H -2.3346 0.6073 -6.1234
H -0.9606 -0.4465 -4.3493
H -1.1122 3.1583 -2.0693
H -2.4901 4.2250 -3.8318
H -2.5871 -3.8273 -2.8751
H -1.5581 -5.2718 -1.1032
H -0.2167 -4.0924 0.7112
```

## Properties
HOMO-LUMO gap (alpha / beta), Eh: 0.27618 / 0.28399
Energy relative to the best compared isomer or geometry (same formula, charge and spin), eV: 0.7081
Multiplicity: 2
<S²>: 0.754
Net charge: 0
LUMO (alpha / beta), Eh: -0.0165 / -0.0164
Largest force on an atom, hartree/bohr: 0.0131

(6)
C4H12N2O as an isolated structure in a non-equilibrium geometry. Source: the OMol25 dataset; level of theory: wB97M-V/def2-TZVPD.

```
19
C4H12N2O (wB97M-V/def2-TZVPD)
C -0.2217 0.7865 -1.1404
C 0.5334 -0.2266 -0.1809
C -0.1714 -1.6533 -0.1149
C 0.6772 -2.7646 0.1551
N -1.5101 -1.5220 -0.2475
N 0.4975 2.0884 -1.0922
H -1.2031 1.0403 -0.6721
H -0.1975 0.2065 -2.1170
H 1.4895 -0.4713 -0.4293
H 0.5210 0.1594 0.8712
H 1.7824 -2.6339 0.2853
H 0.1921 -3.7096 0.3761
H -1.9899 -2.3933 -0.4236
H -1.1126 -0.1341 3.1335
H 1.4494 1.9297 -1.3614
H -0.6082 0.4391 3.2922
H 0.6701 2.3806 -0.0733
H 0.0236 3.2897 1.8998
O 0.1458 2.3851 1.5353
```

## Properties
HOMO-LUMO gap, Eh: 0.11833
Energy relative to the best compared isomer or geometry (same formula, charge and spin), eV: 9.6380
Net charge: 0
LUMO, Eh: -0.1617
Largest force on an atom, hartree/bohr: 0.0820